1.
This record from OMol25 describes a 3-piece molecular cluster, C4H14O2S overall at a distorted geometry. The level of theory is ωB97M-V/def2-TZVPD.

- energy above the lowest of the compared OMol25 structures with the same formula, charge and spin (eV) = 0.8531
- LUMO energy (eV) = 0.24
- gap between HOMO and LUMO (Eh) = 0.3461

```
! wB97M-V def2-TZVPD RIJCOSX def2/J DEFGRID3
* xyz 0 1
C -2.799 -1.289 1.079
C -1.642 -0.723 1.937
C -1.315 0.787 1.684
C 0.136 1.049 1.380
S 1.347 0.309 2.556
H -3.755 -1.244 1.593
H -2.951 -0.701 0.162
H -2.544 -2.283 0.733
H -0.801 -1.384 1.828
H -1.940 -0.794 2.980
H -1.591 1.340 2.554
H -1.935 1.066 0.833
H 0.410 2.107 1.374
H 0.563 0.700 0.450
H 1.371 1.239 3.512
O 2.284 -2.288 -4.762
H 1.582 -2.549 -4.169
H 2.852 -1.623 -4.353
O 0.334 1.806 -4.666
H 0.433 1.610 -3.732
H 0.606 2.715 -4.805
*
```

2.
This record from OMol25 describes a 3-piece molecular cluster, C4H14O2S overall at a distorted geometry. The level of theory is ωB97M-V/def2-TZVPD.

- energy above the lowest of the compared OMol25 structures with the same formula, charge and spin (eV) = 0.0845
- LUMO energy (alpha / beta) (eV) = -3.18 / -8.33
- gap between HOMO and LUMO (alpha / beta) (Eh) = 0.4239 / 0.2339

```
! wB97M-V def2-TZVPD RIJCOSX def2/J DEFGRID3
* xyz 1 2
C -0.533 2.558 -0.652
C -0.884 1.621 0.495
C -0.779 0.179 -0.016
C -0.831 -0.825 1.205
S -0.308 -2.436 0.638
H 0.502 2.357 -0.938
H -0.724 3.607 -0.461
H -1.076 2.256 -1.554
H -0.196 1.745 1.336
H -1.882 1.775 0.914
H -1.552 -0.066 -0.739
H 0.211 0.043 -0.459
H -0.183 -0.498 2.013
H -1.880 -0.864 1.499
H 1.028 -2.350 0.764
H -0.022 -2.735 -3.470
H 1.086 -1.664 -3.699
O 0.290 -1.867 -3.203
H 3.005 -0.301 2.167
H 2.364 -1.633 2.397
O 2.364 -0.902 1.762
*
```

3.
This record from OMol25 describes a 4-piece molecular cluster, C4H14O2S2 overall at a distorted geometry. The level of theory is ωB97M-V/def2-TZVPD.

- energy above the lowest of the compared OMol25 structures with the same formula, charge and spin (eV) = 5.0428
- LUMO energy (eV) = -4.37
- gap between HOMO and LUMO (Eh) = 0.1483

```
! wB97M-V def2-TZVPD RIJCOSX def2/J DEFGRID3
* xyz 0 1
C -0.066 1.090 2.356
C -1.373 1.184 1.556
S -1.125 1.856 -0.096
S -0.037 -1.899 1.565
C 0.254 -1.513 -0.174
C -1.001 -1.657 -1.018
H -0.245 0.517 3.301
H 0.318 2.080 2.671
H 0.736 0.592 1.759
H -2.094 1.861 2.080
H -1.918 0.190 1.467
H 0.587 -0.487 -0.242
H 1.030 -2.148 -0.582
H -1.453 -2.650 -0.753
H -0.748 -1.560 -2.047
H -1.772 -0.867 -0.727
H -0.157 1.057 -1.458
H 0.333 1.193 -2.999
O 0.464 0.645 -2.234
H 1.955 0.268 -1.594
H 3.553 0.380 -1.574
O 2.760 -0.131 -1.257
*
```

4.
This record from OMol25 describes a 4-piece molecular cluster, C4H14O2S2 overall at a distorted geometry. The level of theory is ωB97M-V/def2-TZVPD.

- energy above the lowest of the compared OMol25 structures with the same formula, charge and spin (eV) = 3.9228
- LUMO energy (eV) = -3.99
- gap between HOMO and LUMO (Eh) = 0.1862

```
! wB97M-V def2-TZVPD RIJCOSX def2/J DEFGRID3
* xyz 0 1
C 0.470 2.100 1.671
C 0.605 0.663 2.191
C 0.381 2.168 0.144
S -1.136 1.446 -0.481
S 1.366 -0.958 -0.435
C 1.140 -1.295 -2.167
H -0.427 2.503 2.137
H 1.322 2.679 2.019
H 1.634 0.313 2.075
H 0.304 0.563 3.231
H -0.018 0.018 1.586
H 0.369 3.236 -0.123
H 1.249 1.729 -0.325
H 2.128 -1.476 -2.598
H 0.441 -2.107 -2.361
H 0.646 -0.432 -2.633
H -1.586 -2.226 1.115
H -0.085 -2.227 1.079
O -0.822 -2.409 1.678
H -2.371 -1.361 -2.212
H -1.452 -0.604 -1.215
O -1.725 -1.490 -1.512
*
```

no.,molar mass (g mol⁻¹)
1,126.22
2,126.22
3,158.29
4,158.29